Entry 1:
{
  "formula": "C13H25N4O4S",
  "method": "the ωB97M-V functional and the def2-TZVPD basis",
  "species": ["S", "O", "O", "O", "O", "N", "N", "N", "N", "C", "C", "C", "C", "C", "C", "C", "C", "C", "C", "C", "C", "C", "H", "H", "H", "H", "H", "H", "H", "H", "H", "H", "H", "H", "H", "H", "H", "H", "H", "H", "H", "H", "H", "H", "H", "H", "H"],
  "positions_angstrom": [[1.4546, 0.2055, 1.6449], [0.0479, 3.5487, -1.8087], [3.6104, 3.6003, -1.7458], [-0.6591, -4.7545, 0.4814], [-1.2092, -2.9910, -0.6966], [-2.6448, 1.3767, -1.3159], [-0.8076, 1.7926, 1.7886], [-2.1059, 0.1483, 0.4478], [-3.1918, -0.9452, -1.3279], [4.5326, 2.5403, -1.5558], [-2.6880, 0.1543, -0.7598], [-1.4845, -5.8775, 2.4949], [-1.7629, 1.5705, 0.7500], [2.3552, 3.2542, -2.2619], [4.5054, 1.9651, -0.1356], [-1.2962, -2.6618, 1.6328], [-0.2841, -5.3779, 1.7212], [-1.0274, -3.4810, 0.3925], [-1.0808, 3.4426, -0.9906], [-1.4341, 2.0076, -0.6759], [1.2822, 3.2642, -1.1806], [0.2146, 1.1127, 1.7006], [1.2697, 2.2926, -0.6732], [-2.7115, 2.0350, 1.0276], [-0.6208, 1.3415, -0.9842], [0.3450, -6.2130, 1.4236], [-0.9594, 4.0192, -0.0703], [-2.5509, -0.4074, 1.1651], [5.4887, 2.0476, 0.3196], [0.3405, -4.7055, 2.3106], [1.5417, 4.0192, -0.4342], [4.3860, 1.7583, -2.3017], [2.3742, 2.2719, -2.7396], [-2.3730, -2.6805, 1.8063], [-1.1606, -6.3976, 3.3954], [5.5120, 2.9702, -1.7474], [-1.8977, 3.8905, -1.5539], [-2.7385, -1.8444, -1.2419], [-2.7000, 1.4074, -2.3260], [4.2400, 0.9101, -0.1280], [-2.0641, -6.5673, 1.8827], [-0.9841, -1.6505, 1.3864], [2.0615, 3.9740, -3.0252], [-4.0112, -0.8698, -1.9058], [-2.1458, -5.0622, 2.7904], [3.8122, 2.5283, 0.4836], [-0.7808, -2.9624, 2.5404]],
  "mulliken_charge": [-0.32, -0.37, -0.40, -0.35, -0.70, -0.41, -0.51, 0.06, -0.28, -0.30, 0.15, -0.95, -0.30, -0.80, -0.81, -0.11, -0.38, 0.65, -0.90, 0.00, 0.25, 0.68, -0.12, 0.47, 0.58, 0.31, 0.40, 0.40, 0.36, 0.37, 0.29, 0.31, 0.31, 0.22, 0.35, 0.32, 0.43, 0.23, 0.36, 0.18, 0.31, -0.48, 0.35, 0.23, 0.28, 0.24, 0.40],
  "spin_multiplicity": 1,
  "charge": 1,
  "e_tot_ev": -38864.8341
}

Entry 2:
{
  "formula": "C5H33NO12",
  "method": "the ωB97M-V functional and the def2-TZVPD basis",
  "species": ["O", "O", "O", "O", "O", "O", "O", "O", "O", "O", "O", "O", "N", "C", "C", "C", "C", "C", "H", "H", "H", "H", "H", "H", "H", "H", "H", "H", "H", "H", "H", "H", "H", "H", "H", "H", "H", "H", "H", "H", "H", "H", "H", "H", "H", "H", "H", "H", "H", "H", "H"],
  "positions_angstrom": [[-4.6662, 2.3374, 1.8185], [-4.0538, 0.8534, -1.3615], [4.5435, -1.1290, 1.5732], [-4.3382, -2.0010, -0.7994], [3.6579, 0.3621, 3.6347], [-2.6370, 3.3916, -0.4335], [-1.2574, 0.3753, -0.1984], [-1.2537, -3.6172, 2.8651], [4.9311, 1.3910, -0.8660], [3.1861, -2.5961, 3.8329], [2.1717, 2.2807, 1.3313], [-0.1380, -1.4429, 1.9473], [-1.4239, 1.7528, -2.6645], [-0.2252, 0.3004, -1.0801], [-0.8382, 0.3725, -2.5204], [-0.0353, 0.0780, -3.7190], [0.9774, -2.1333, -3.4301], [1.2686, -0.8585, -3.5198], [-1.4216, -0.2337, 0.5161], [-3.1446, 1.0670, -1.4685], [-2.0380, 3.1000, 0.3558], [-0.5687, 2.3646, -2.7369], [-1.6152, -0.3742, -2.6007], [-5.3243, -2.2333, -0.8937], [2.1498, -0.1948, -3.5797], [4.1473, 1.8953, -0.9408], [-0.0008, -2.5583, -3.2418], [-2.0242, -4.1781, 2.5108], [5.7892, 1.7121, -1.0604], [-0.4353, -0.4821, -4.5021], [-0.9773, -1.6812, 2.1468], [-4.3448, 2.2610, 0.9317], [4.2928, 0.9801, 3.7122], [4.4491, -0.3306, 1.0497], [2.3568, 1.6716, 1.9667], [2.8733, 2.9370, 1.2681], [0.3094, 1.0834, -4.1746], [-5.1795, 1.6041, 1.9142], [0.2534, -0.7758, -0.9630], [-3.4904, 3.6026, -0.0143], [-0.4556, -4.1677, 3.1414], [3.7830, -2.6521, 3.2189], [2.9080, -1.5813, 3.7734], [-2.0366, 2.0898, -1.9251], [-4.4735, 1.6536, -1.5788], [-4.3955, -1.0440, -0.8757], [1.7870, -2.9122, -3.5485], [3.9118, -0.2720, 2.8843], [3.9976, -1.7134, 0.9384], [0.3155, -2.2303, 2.1614], [0.5162, 1.1259, -0.8715]],
  "mulliken_charge": [-0.61, -0.74, -0.71, -0.65, -0.69, -0.64, -0.19, -0.67, -0.61, -0.62, -0.57, -0.52, -0.59, 0.03, 0.24, -0.89, -0.79, -0.16, 0.14, 0.37, 0.36, 0.33, 0.16, 0.32, 0.33, 0.33, 0.31, 0.31, 0.29, 0.38, 0.30, 0.31, 0.26, 0.31, 0.32, 0.28, 0.29, 0.29, 0.17, 0.26, 0.33, 0.28, 0.36, 0.06, 0.24, 0.31, 0.25, 0.40, 0.37, 0.27, 0.09],
  "spin_multiplicity": 1,
  "charge": 0,
  "relative_energy_kcal_mol": 168.4,
  "smiles": "C=CC[C@H](N)CO.O.O.O.O.O.O.O.O.O.O.O"
}

Entry 3:
{
  "formula": "C17H34Cl8NO",
  "method": "the ωB97M-V functional and the def2-TZVPD basis",
  "species": ["Cl", "Cl", "Cl", "Cl", "Cl", "Cl", "Cl", "Cl", "O", "N", "C", "C", "C", "C", "C", "C", "C", "C", "C", "C", "C", "C", "C", "C", "C", "C", "C", "H", "H", "H", "H", "H", "H", "H", "H", "H", "H", "H", "H", "H", "H", "H", "H", "H", "H", "H", "H", "H", "H", "H", "H", "H", "H", "H", "H", "H", "H", "H", "H", "H", "H"],
  "positions_angstrom": [[-0.8913, 3.7339, -5.7007], [5.0860, -6.8560, -2.7374], [-3.1034, -4.8244, -0.3129], [4.1778, -6.5970, 0.3375], [0.9138, -3.4333, 0.7008], [0.1424, -2.5869, -3.4926], [1.1158, 1.8586, -3.9808], [3.2289, -2.5133, -2.1595], [0.5106, 2.1967, 0.2795], [-0.7606, 2.1086, 1.1137], [-0.5156, 2.1198, -3.4155], [-1.5066, 4.3947, 0.1986], [-1.2884, 3.5126, 1.4234], [5.5845, -5.5294, -1.7319], [-1.1475, 3.4433, -3.9693], [4.4588, -5.2321, -0.8026], [-2.3420, 1.0203, 2.6493], [2.2932, -1.0815, -2.5270], [-1.3348, -4.8338, -0.3560], [0.0402, 0.9898, 3.2788], [-2.7006, 3.4281, 1.9274], [-0.8895, 1.0309, 2.0628], [0.7467, -1.3374, -2.3383], [-0.8503, -3.8350, 0.7191], [-0.3813, 4.3123, 2.3498], [-0.7589, -0.3841, 1.4399], [-2.7950, 2.4179, 3.1227], [-1.0595, -5.8809, -0.2303], [-1.0527, -4.5640, -1.3737], [-0.3196, 0.1740, 3.9058], [-1.9700, 3.8512, -0.6249], [0.0881, 1.8428, 3.9557], [-3.0302, 4.3566, 2.3936], [-1.0058, -1.2286, 2.0833], [-0.2018, 3.8164, 3.3037], [-0.5528, 2.2667, -2.3361], [-2.2386, 2.6970, 4.0176], [-1.3634, -2.8832, 0.5814], [5.7551, -4.7199, -2.4416], [0.2414, -0.6616, 1.1076], [-0.6519, 4.2280, -3.3977], [2.5152, -0.7245, -3.5327], [-3.5020, 3.1527, 1.2418], [1.0453, 0.8074, 2.8984], [-2.1641, 3.6425, -3.6303], [-1.0991, 1.2333, -3.6642], [2.7482, -0.3826, -1.8252], [0.5928, 4.5922, 1.9488], [-3.8340, 2.3796, 3.4501], [0.5340, -1.6490, -1.3157], [-2.4482, 0.4314, 3.5603], [3.5183, -5.0913, -1.3354], [-1.3523, -0.5411, 0.5392], [-2.0982, 5.2920, 0.3800], [6.4930, -5.6914, -1.1519], [-0.8163, 5.2307, 2.7439], [-3.0336, 0.6817, 1.8778], [4.7073, -4.3191, -0.2614], [-1.1274, -4.3015, 1.6644], [-0.5657, 4.8361, -0.1301], [0.2155, -0.3964, -2.4815]],
  "lowdin_spin": [0.00, 0.00, 0.00, 0.00, 0.00, 0.00, 0.00, 0.00, 0.61, 0.32, 0.00, 0.00, 0.01, 0.00, 0.00, 0.00, 0.00, 0.00, 0.00, 0.02, 0.00, 0.02, 0.00, 0.00, 0.01, 0.00, 0.00, 0.00, 0.00, 0.00, 0.00, 0.00, 0.00, 0.00, 0.00, 0.00, 0.00, 0.00, 0.00, 0.00, 0.00, 0.00, 0.00, 0.00, 0.00, 0.00, 0.00, 0.00, 0.00, 0.00, 0.00, 0.00, 0.00, 0.00, 0.00, 0.00, 0.00, 0.00, 0.00, 0.00, 0.00],
  "spin_multiplicity": 2,
  "charge": 0,
  "relative_energy_kcal_mol": 21.7
}